# C18H44N6O5

A cluster of 5 separate species, C18H44N6O5 in total (ωB97M-V/def2-TZVPD, the OMol25 dataset).

Each line ends with the Mulliken charge.
Atoms and positions in Å:
C (-0.269, -2.725, -1.216)  -0.89
C (-0.442, -4.239, -1.272)  -0.32
C (-0.340, -4.819, -2.695)  -0.75
N (0.834, -5.631, -2.971)  -0.66
N (2.028, -4.904, -2.669)  0.13
C (2.808, -4.711, -3.884)  -0.52
C (4.072, -3.862, -3.615)  -0.41
O (4.288, -3.633, -2.241)  -0.44
C (4.083, -2.312, -1.800)  -0.79
H (-0.384, -2.369, -0.192)  0.27
H (-1.036, -2.216, -1.798)  0.38
H (0.723, -2.450, -1.577)  0.06
H (0.310, -4.710, -0.636)  0.28
H (-1.419, -4.491, -0.853)  0.34
H (-0.356, -4.003, -3.421)  0.30
H (-1.208, -5.446, -2.905)  0.39
H (0.800, -6.507, -2.472)  0.25
H (2.579, -5.398, -1.983)  0.19
H (2.152, -4.195, -4.584)  0.26
H (3.088, -5.659, -4.357)  0.33
H (4.948, -4.382, -4.007)  0.38
H (3.997, -2.919, -4.162)  0.27
H (3.306, -1.811, -2.384)  0.29
H (5.014, -1.740, -1.846)  0.29
H (3.741, -2.352, -0.767)  0.36
C (-2.914, 1.376, 2.617)  -0.71
N (-2.591, 0.501, 1.508)  -0.04
C (-3.231, -0.624, 1.101)  0.74
C (-4.441, -1.057, 1.896)  -1.20
O (-2.826, -1.250, 0.132)  -0.64
H (-3.090, 2.387, 2.246)  0.08
H (-2.072, 1.413, 3.310)  0.20
H (-3.794, 1.039, 3.157)  0.39
H (-1.783, 0.733, 0.951)  0.16
H (-4.830, -1.967, 1.452)  0.30
H (-4.181, -1.246, 2.938)  0.29
H (-5.215, -0.290, 1.873)  0.36
C (-0.885, 3.885, -2.121)  -0.80
N (-0.373, 3.494, -0.817)  -0.07
C (-0.863, 3.782, 0.413)  0.88
C (-2.125, 4.608, 0.481)  -1.46
O (-0.301, 3.372, 1.420)  -0.66
H (-1.143, 3.006, -2.712)  0.26
H (-0.128, 4.444, -2.666)  0.22
H (-1.770, 4.502, -2.009)  0.35
H (0.463, 2.931, -0.787)  0.12
H (-2.384, 4.746, 1.527)  0.33
H (-1.977, 5.586, 0.022)  0.47
H (-2.948, 4.104, -0.028)  0.36
C (3.997, 2.240, -2.139)  -0.87
N (2.805, 2.548, -2.907)  -0.10
C (2.605, 3.567, -3.788)  0.85
C (3.760, 4.508, -4.036)  -1.38
O (1.530, 3.696, -4.349)  -0.64
H (4.375, 1.250, -2.400)  0.28
H (3.780, 2.256, -1.070)  0.29
H (4.773, 2.969, -2.342)  0.33
H (2.010, 1.935, -2.816)  0.22
H (3.439, 5.252, -4.758)  0.33
H (4.058, 5.010, -3.116)  0.35
H (4.620, 3.971, -4.437)  0.37
C (-2.020, 1.704, 7.998)  -0.82
N (-3.184, 1.405, 7.188)  -0.17
C (-3.319, 0.451, 6.230)  0.84
C (-2.123, -0.429, 5.948)  -1.33
O (-4.369, 0.324, 5.620)  -0.65
H (-2.248, 1.581, 9.058)  0.28
H (-1.691, 2.731, 7.833)  0.28
H (-1.202, 1.038, 7.744)  0.31
H (-4.016, 1.956, 7.326)  0.23
H (-2.395, -1.130, 5.165)  0.19
H (-1.272, 0.166, 5.611)  0.38
H (-1.830, -0.987, 6.838)  0.47

Summary:
E: -1416.95667 a.u.
SMILES: CCCNNCCOC.CNC(C)=O.CNC(C)=O.CNC(C)=O.CNC(C)=O
Charge: 0

---

# C5H4Br2NOSbSe4W

A structure of composition C5H4Br2NOSbSe4W at a distorted geometry (ωB97M-V/def2-TZVPD, the OMol25 dataset).

Each line ends with the Mulliken charge.
Atoms and positions in Å:
W (0.372, -0.516, -0.206)  0.93
O (-0.362, 5.614, 0.871)  -0.45
C (-0.103, 4.325, 0.663)  0.91
C (1.087, 3.698, 1.045)  -0.68
C (1.245, 2.359, 0.782)  -0.50
N (0.271, 1.658, 0.176)  -0.14
C (-0.852, 2.273, -0.181)  0.30
Br (-2.039, 1.097, -0.984)  0.04
C (-1.114, 3.599, 0.025)  -0.52
H (0.369, 6.052, 1.324)  0.33
H (1.883, 4.241, 1.539)  0.37
H (2.151, 1.836, 1.056)  0.50
H (-2.040, 4.067, -0.275)  0.53
Se (2.598, -3.442, -3.542)  -0.21
Sb (1.906, -2.204, -1.753)  0.79
Se (-0.756, -2.323, -1.149)  -0.02
Se (1.446, 0.366, -2.137)  -0.06
Se (2.410, -1.704, 0.630)  -0.10
Br (-0.618, -0.428, 1.981)  -0.04

Summary:
E: -15383.44869 a.u.
Charge: +2

---

# C17H111N6O46

A cluster of 45 separate species, C17H111N6O46 in total at a distorted geometry (ωB97M-V/def2-TZVPD, the OMol25 dataset).

Each line ends with the Mulliken charge.
Atoms and positions in Å:
C (-0.063, -2.302, 5.128)  -1.35
C (0.706, -1.025, 5.509)  0.92
C (2.145, -1.127, 4.986)  -1.32
C (-0.102, 0.206, 5.012)  -0.57
C (0.678, 1.330, 4.359)  -0.69
N (1.068, 1.027, 2.963)  -0.08
N (0.525, 0.000, 2.262)  1.35
C (1.076, -0.050, 1.050)  0.35
C (0.731, -1.027, -0.021)  -0.32
C (-0.690, -1.585, 0.131)  -0.27
C (-1.673, -0.909, -0.799)  -0.16
O (-1.371, -0.671, -1.949)  -0.67
N (-2.960, -0.599, -0.354)  0.44
C (-3.165, -0.431, 1.063)  0.39
C (-3.168, 0.824, 1.652)  -0.59
C (-3.370, 0.947, 3.022)  -0.70
C (-3.576, -0.169, 3.826)  -1.21
C (-3.567, -1.424, 3.216)  -0.65
C (-3.350, -1.554, 1.857)  -0.13
N (1.985, 0.926, 0.948)  -0.99
C (1.963, 1.552, 2.118)  0.10
N (2.780, 2.604, 2.351)  0.09
O (2.808, 3.280, 3.571)  -0.30
C (1.828, 4.170, 3.604)  0.54
N (0.956, 4.899, 3.749)  -0.38
H (0.166, -2.580, 4.095)  0.21
H (-1.139, -2.110, 5.161)  0.36
H (0.134, -3.126, 5.806)  0.30
H (0.770, -1.005, 6.596)  0.54
H (2.842, -0.500, 5.545)  0.36
H (2.251, -0.948, 3.916)  -0.05
H (2.476, -2.147, 5.150)  0.54
H (-0.576, 0.664, 5.879)  0.71
H (-0.926, -0.122, 4.380)  -0.75
H (1.561, 1.610, 4.923)  0.35
H (0.037, 2.212, 4.323)  0.70
H (-0.181, -0.646, 2.590)  -0.11
H (0.896, -0.545, -0.979)  0.03
H (1.462, -1.835, 0.040)  0.54
H (-0.651, -2.634, -0.165)  0.43
H (-1.019, -1.594, 1.162)  -0.23
H (-3.206, 0.278, -0.810)  0.54
H (-3.035, 1.705, 1.037)  0.29
H (-3.393, 1.932, 3.472)  0.54
H (-3.767, -0.064, 4.883)  0.50
H (-3.752, -2.294, 3.832)  0.54
H (-3.361, -2.556, 1.445)  0.57
H (3.403, 2.935, 1.625)  0.20
O (1.549, 1.352, -2.400)  -0.38
H (0.759, 0.832, -2.605)  0.16
H (1.261, 1.993, -1.741)  0.25
O (-4.479, -4.605, 1.804)  -0.46
H (-4.495, -5.510, 2.152)  0.25
H (-5.396, -4.462, 1.539)  0.21
O (-1.511, 3.088, 0.036)  -0.53
H (-0.740, 2.737, -0.419)  0.24
H (-1.214, 3.943, 0.372)  0.29
O (4.087, -1.069, -0.117)  -0.57
H (3.789, -0.296, 0.377)  0.23
H (4.566, -1.608, 0.523)  0.29
O (4.526, 1.058, -2.509)  -0.59
H (4.487, 0.179, -2.117)  0.27
H (3.615, 1.239, -2.770)  0.31
O (-6.262, -0.760, -1.411)  -0.56
H (-5.372, -0.559, -1.098)  0.26
H (-6.146, -0.943, -2.355)  0.28
O (-6.558, 1.206, -3.322)  -0.67
H (-6.621, 1.061, -2.368)  0.33
H (-5.820, 1.820, -3.422)  0.31
O (-6.874, -5.898, 0.591)  -0.36
H (-7.477, -5.474, -0.030)  0.24
H (-7.314, -6.713, 0.851)  0.20
O (-6.870, -0.652, 2.388)  -0.63
H (-6.017, -0.495, 2.814)  0.33
H (-6.651, -0.778, 1.458)  0.19
O (6.677, 2.956, -4.415)  -0.58
H (5.959, 3.567, -4.605)  0.29
H (6.243, 2.194, -4.012)  0.29
O (-8.932, 0.096, -0.617)  -0.61
H (-8.159, -0.332, -1.006)  0.34
H (-9.027, -0.283, 0.263)  0.28
O (9.635, 3.074, -5.750)  -0.58
H (9.509, 3.906, -6.224)  0.35
H (8.871, 3.013, -5.165)  0.21
O (0.331, -0.502, -4.994)  -0.62
H (0.148, 0.330, -5.457)  0.34
H (-0.378, -0.567, -4.347)  0.27
O (-4.688, -7.497, 1.896)  -0.56
H (-4.437, -8.260, 2.426)  0.25
H (-4.744, -7.844, 0.992)  0.34
O (9.508, 1.107, -8.302)  -0.64
H (9.416, 1.467, -7.411)  0.37
H (10.135, 1.699, -8.728)  0.30
O (12.341, 3.153, -7.300)  -0.63
H (12.193, 3.949, -7.820)  0.30
H (11.583, 3.115, -6.701)  0.36
O (2.839, 5.907, 1.072)  -0.62
H (3.699, 6.276, 1.305)  0.33
H (2.794, 5.068, 1.533)  0.28
O (5.730, -2.667, -2.275)  -0.64
H (5.264, -2.343, -1.499)  0.33
H (5.935, -3.587, -2.063)  0.31
O (5.791, 3.469, 4.475)  -0.62
H (5.809, 2.601, 4.889)  0.31
H (4.872, 3.617, 4.239)  0.33
O (-7.801, 3.548, -4.992)  -0.62
H (-7.525, 2.813, -4.432)  0.37
H (-7.972, 3.149, -5.849)  0.31
O (12.496, 5.705, -5.482)  -0.60
H (12.457, 5.423, -4.560)  0.31
H (12.930, 4.980, -5.945)  0.31
O (0.797, 3.678, -4.199)  -0.64
H (1.161, 3.068, -3.556)  0.35
H (0.767, 3.122, -4.992)  0.28
O (3.167, -3.926, -3.752)  -0.63
H (4.039, -3.731, -3.388)  0.35
H (3.328, -4.111, -4.682)  0.30
O (-10.630, 1.384, -3.079)  -0.64
H (-10.954, 2.155, -2.600)  0.32
H (-10.113, 0.901, -2.424)  0.33
O (2.617, -3.613, 3.422)  -0.53
H (3.095, -4.438, 3.564)  0.28
H (3.100, -3.193, 2.703)  0.25
O (-12.955, 2.006, -0.845)  -0.65
H (-12.657, 1.309, -0.253)  0.31
H (-13.040, 1.567, -1.700)  0.33
O (-6.469, -5.068, -2.161)  -0.56
H (-5.614, -4.910, -1.747)  0.29
H (-6.274, -5.192, -3.096)  0.25
O (-1.151, 2.094, -5.467)  -0.52
H (-1.489, 2.765, -6.068)  0.25
H (-1.862, 1.947, -4.832)  0.30
O (-4.175, -7.874, -0.853)  -0.62
H (-3.516, -7.176, -0.929)  0.30
H (-4.233, -8.268, -1.729)  0.30
O (-8.471, -3.113, 2.869)  -0.63
H (-7.825, -2.400, 2.788)  0.36
H (-8.505, -3.502, 1.987)  0.29
O (-2.965, 0.491, -4.161)  -0.58
H (-2.692, -0.265, -3.627)  0.26
H (-3.127, 0.128, -5.039)  0.32
O (10.798, 5.925, -3.308)  -0.59
H (10.629, 6.709, -3.842)  0.32
H (10.051, 5.885, -2.699)  0.27
O (1.884, 2.109, -6.457)  -0.56
H (2.499, 1.413, -6.202)  0.30
H (2.256, 2.478, -7.265)  0.27
O (-7.849, -3.341, -0.306)  -0.16
H (-7.197, -2.635, -0.382)  -0.07
H (-7.887, -3.713, -1.199)  0.29
O (-6.552, -1.075, 5.360)  -0.61
H (-7.140, -0.657, 4.718)  0.31
H (-7.016, -1.878, 5.626)  0.30
O (-10.887, -4.356, -0.867)  -0.64
H (-10.036, -4.019, -0.569)  0.30
H (-10.977, -5.213, -0.439)  0.32
O (0.460, -4.383, 7.610)  -0.65
H (-0.017, -4.073, 8.389)  0.33
H (0.659, -5.306, 7.808)  0.27
O (2.755, -3.114, 9.341)  -0.65
H (2.713, -2.156, 9.420)  0.32
H (1.988, -3.359, 8.808)  0.31
O (9.590, 5.655, -7.499)  -0.62
H (10.292, 6.314, -7.536)  0.31
H (9.535, 5.293, -8.390)  0.28
O (8.671, 7.150, -4.474)  -0.58
H (8.088, 7.511, -5.149)  0.27
H (8.208, 6.374, -4.142)  0.30
O (5.256, -3.138, 10.907)  -0.63
H (5.262, -2.185, 11.023)  0.28
H (4.472, -3.327, 10.373)  0.41
O (9.678, 7.191, -1.098)  -0.61
H (9.592, 7.577, -0.221)  0.28
H (10.237, 7.809, -1.581)  0.32
O (7.715, -4.730, -0.798)  -0.64
H (8.208, -5.545, -0.658)  0.32
H (8.183, -4.294, -1.519)  0.34
O (-7.962, 1.268, 6.872)  -0.65
H (-8.011, 0.924, 7.769)  0.30
H (-7.524, 0.574, 6.368)  0.37

Summary:
E: -4503.58413 a.u.
Charge: +1

---

Question: E of number 1 (C18H44N6O5)?
Answer: -1416.95667 a.u.

---

Question: Which value of E does entry 1 give?
Answer: -1416.95667 a.u.

---

Question: Which of these has the lowest E?
Answer: C5H4Br2NOSbSe4W